(1)
Density functional theory data (ωB97M-V/def2-TZVPD) for C3H11N6O10P2RuS as an isolated structure in a non-equilibrium geometry.

Structure (XYZ):
```
34
Properties=species:S:1:pos:R:3:forces:R:3
Ru 0.755577 -0.062231 -0.257791 0.741 0.901 -0.240
O 2.260210 -2.318503 2.417962 0.116 0.013 -0.005
S 1.381096 -1.599231 1.594544 -0.264 0.133 -0.075
O -0.031224 -1.908934 1.503595 0.240 -0.226 0.146
O 1.832758 -1.600179 0.019412 -0.301 -0.042 -0.111
O 1.467220 -0.060096 1.673876 -0.180 -0.346 -0.038
N -1.059437 4.172375 -1.123485 0.206 -0.044 -0.065
C 0.371686 3.637310 -1.196613 -0.181 0.157 -0.223
C 1.375362 4.774110 -1.351497 -0.017 0.011 -0.006
P 0.735786 2.639477 0.259992 0.194 -0.517 0.102
O 0.427602 3.617951 1.454676 -0.076 0.109 -0.091
O 2.090109 2.031128 0.189709 -0.289 0.214 0.151
O -0.354419 1.504123 0.218696 -0.021 0.180 0.032
P 0.332283 2.387890 -2.630044 -0.012 0.175 -0.008
O 1.125754 3.084013 -3.814267 0.057 -0.006 0.126
O 1.112122 1.167043 -2.183609 -0.149 -0.365 0.078
O -1.116193 2.299354 -2.957494 0.161 0.050 0.194
H -1.447502 4.197328 -0.178949 0.040 -0.042 0.007
H -1.610942 3.531174 -1.745518 0.001 -0.022 -0.028
H -1.098323 5.120244 -1.500911 -0.027 -0.039 -0.046
H 1.332671 5.461870 -0.505289 -0.009 -0.008 0.001
H 1.203153 5.321702 -2.278167 -0.014 -0.009 -0.018
H 2.382003 4.359162 -1.392814 -0.006 0.000 0.004
H 0.772214 3.354063 2.320640 -0.015 -0.020 0.026
H 2.038977 2.783037 -3.911885 -0.002 -0.010 -0.009
N -2.045125 -3.954311 -2.418549 -0.041 0.260 0.021
N -1.428548 -2.732657 -2.386944 -0.205 -0.182 -0.312
N -1.508422 -1.902705 -3.417060 0.076 0.055 0.300
C -0.883530 -0.843487 -2.941622 -0.062 0.151 -0.058
N -0.460016 -1.050127 -1.683017 -0.333 -0.924 0.115
N -0.831774 -2.306308 -1.350052 0.315 0.722 0.103
H -2.050620 -4.270146 -3.379724 0.023 -0.206 0.017
H -1.582304 -4.569037 -1.761566 0.014 -0.162 -0.072
H -0.773656 0.074988 -3.484485 0.018 0.039 -0.019
```
Forces are in eV/Å.

As for the LUMO energy (alpha / beta): -4.9 / -6.3 eV. The calculation puts the max |F| at 1.19 eV/A. Its spin multiplicity is 5. The frontier orbital gap (alpha / beta) is 8.969 / 7.516 eV. The total energy is -64694.434 eV. The calculation puts the HOMO energy (alpha / beta) at -0.508 / -0.509 hartree. Its total charge is +1.

Atom charges from the natural (NBO) analysis, given in e for atoms 1 to 4: Ru 1.76; O -0.82; S 2.49; O -0.89

(2)
Density functional theory data (ωB97M-V/def2-TZVPD) for an isolated ion of composition C4H11N2O and charge -1 in a non-equilibrium geometry.

Structure (XYZ):
```
18
Properties=species:S:1:pos:R:3:forces:R:3
N 2.160770 -1.570177 1.061032 -1.009 0.056 1.066
C 2.396219 -0.462214 0.151933 0.529 1.001 -0.523
C 1.177333 0.050211 -0.744456 0.431 0.261 2.897
N -0.001284 0.549559 -0.028030 -0.721 0.457 -1.256
C -1.089391 0.786466 -1.034560 -0.024 1.558 0.974
C -2.430756 0.277406 -0.342628 0.209 1.555 1.759
O -2.329674 0.586395 1.071548 -0.023 -1.322 -2.605
H 1.383136 -1.331343 1.715095 0.820 -0.161 -0.764
H 1.851119 -2.404059 0.574946 -0.033 0.116 -0.176
H 3.190041 -0.816916 -0.589185 -0.789 0.609 0.897
H 2.874297 0.396504 0.802175 -1.082 -1.397 -1.448
H 1.587661 0.972965 -1.178573 -0.008 -0.549 -0.902
H 0.854450 -0.737653 -1.425771 0.569 -0.139 -0.620
H -0.645714 0.130109 0.680057 1.053 -0.402 0.721
H -1.239559 1.873732 -1.197512 0.150 -0.104 0.245
H -0.691154 0.470157 -2.008354 -0.823 -0.748 -0.162
H -2.602538 -0.750491 -0.625541 0.273 -1.276 0.314
H -3.361176 0.738952 -0.732469 0.479 0.486 -0.419
```
Forces are in eV/Å.

As for the LUMO energy: 4.0 eV. The calculation puts the max |F| at 2.94 eV/A. The frontier orbital gap is 6.598 eV. The total energy is -9352.137 eV. The calculation puts the HOMO energy at -0.095 hartree. Its total charge is -1.

Atom charges from the natural (NBO) analysis, given in e for atoms 1 to 4: N -0.86; C -0.21; C -0.23; N -0.72

(3)
Density functional theory data (ωB97M-V/def2-TZVPD) for a 2-piece molecular cluster, C14H9BrNO6 overall in a non-equilibrium geometry.

Structure (XYZ):
```
31
Properties=species:S:1:pos:R:3:forces:R:3
O 1.308567 -4.086392 0.675920 0.009 0.229 0.288
C 1.164357 -2.911950 0.931687 -0.115 -0.096 0.359
C 2.335325 -1.988273 1.192977 -0.578 -0.376 -0.157
C 2.228405 -0.733730 0.783756 -0.029 0.220 0.123
C 3.336745 0.264705 1.045855 -0.015 0.342 -0.519
C 2.907834 1.712279 0.854547 -0.426 0.580 0.131
O 2.086603 2.283283 1.496276 0.442 -0.538 -0.305
Br 3.857671 2.704304 -0.564924 -0.122 -0.382 0.332
C 0.953749 -0.361621 0.056231 -0.236 0.398 -0.328
O 0.948200 0.350963 -0.920382 0.393 -0.123 0.893
C -0.294228 -0.994060 0.619719 -0.019 -0.143 0.212
C -1.580326 -0.270613 0.731101 0.130 -0.112 -0.297
C -1.647132 1.086178 0.532567 1.777 1.175 -0.650
C -2.803989 1.810031 0.628664 -0.690 -0.341 0.323
C -3.924508 1.079133 0.973344 0.172 0.933 -0.119
C -3.759041 -0.267359 1.182788 -1.774 -0.914 0.491
N -2.659376 -0.973715 1.063654 0.432 -0.081 0.064
C -0.181653 -2.248053 1.051622 0.689 -0.103 -0.048
H 3.216039 -2.366991 1.701543 -0.053 -0.168 -0.166
H 4.210598 0.074062 0.423596 -0.083 -0.076 0.032
H 3.612624 0.162027 2.098638 0.076 0.106 -0.073
H -0.736685 1.606151 0.256821 -0.065 -0.046 -0.020
H -2.835634 2.877790 0.472055 0.084 0.007 -0.104
H -4.889600 1.551743 1.089301 -0.075 -0.140 0.012
H -4.648844 -0.820638 1.483405 0.134 -0.131 -0.072
H -1.033293 -2.751169 1.493326 0.097 -0.273 -0.269
C -0.417427 0.623043 -4.657033 0.001 -0.096 -0.637
O 0.734012 0.268657 -5.025383 -0.225 0.056 0.018
O -0.480585 0.875157 -3.265767 0.240 -0.097 -0.325
O -1.459594 0.777414 -5.300356 -0.018 0.037 0.176
H 0.451187 0.667644 -3.105546 -0.151 0.154 0.636
```
Forces are in eV/Å.

As for the LUMO energy: 0.9 eV. The calculation puts the max |F| at 2.23 eV/A. The frontier orbital gap is 4.832 eV. The total energy is -98482.032 eV. The calculation puts the HOMO energy at -0.144 hartree. Its total charge is -1.

Atom charges from the natural (NBO) analysis, given in e for atoms 1 to 4: O -0.50; C 0.51; C -0.24; C -0.04